No. 1
Formula: C2H8OS
Source: the OMol25 dataset
Level of theory: wB97M-V/def2-TZVPD

Last column: Löwdin charge in e.
CARTESIAN COORDINATES (ANGSTROEM)
C (0.752851, 2.163172, 1.031657)  -0.1439
O (-0.541068, 1.562679, 1.300137)  -0.1586
H (1.254244, 2.052571, 0.103047)  0.0432
H (0.890750, 3.273972, 1.324654)  0.0897
H (1.479733, 1.595200, 1.803439)  0.1137
H (-0.722209, 1.216278, 2.172105)  0.0749
C (-1.072298, -0.895036, -0.400197)  -0.5314
S (0.412938, -1.599619, -1.096922)  0.6436
H (-1.437208, 0.070837, -0.863110)  0.0631
H (-1.865642, -1.661124, -0.241687)  0.0418
H (-0.845558, -0.606644, 0.576214)  -0.0437
H (0.884112, -0.457441, -1.513787)  -0.1923

Atomic forces in eV per Å
1.7 -0.4 5.6
0.2 1.2 -2.3
-0.8 -0.7 -1.4
-0.9 -1.6 -0.4
-1.1 1.4 -1.7
0.9 0.3 0.4
-1.6 0.4 -0.2
-0.2 -0.9 -0.3
0.3 -1.5 0.0
0.5 0.5 -0.8
0.4 0.5 1.5
0.5 0.8 -0.3

Properties
SMILES	CO.CS
frontier orbital gap	9.5	eV
maximum force	5.91	eV/A
E_LUMO	0.77	eV
energy above the lowest of the compared OMol25 structures with the same formula, charge and spin	39.0	kcal/mol
highest occupied orbital energy	-8.76	eV

No. 2
Formula: C4H7N2O
Source: the OMol25 dataset
Level of theory: wB97M-V/def2-TZVPD

Last column: Löwdin charge in e.
CARTESIAN COORDINATES (ANGSTROEM)
C (-0.896054, -0.731832, 0.118863)  -0.3443
C (0.434902, -1.368511, -0.257657)  -0.0770
C (-0.925422, 0.730056, 0.477962)  -0.0251
C (1.557844, 0.658951, 0.304345)  0.1161
N (1.610853, -0.576785, 0.020874)  -0.0495
N (-1.500156, 1.591395, -0.319675)  0.2010
O (-1.917100, -1.354854, 0.107742)  0.1796
H (0.504071, -2.343263, 0.236502)  0.1531
H (0.382520, -1.565114, -1.340009)  0.1572
H (-0.752112, 1.000003, 1.511476)  0.1448
H (2.474061, 1.199208, 0.492982)  0.0670
H (2.484095, -1.109716, -0.064862)  0.1705
H (-1.784350, 1.322865, -1.255688)  0.1545
H (-1.673157, 2.547603, -0.032859)  0.1521

Atomic forces in eV per Å
0.5 -0.2 -0.1
-0.5 -0.7 -0.3
1.0 0.8 -0.2
-2.1 0.8 0.3
0.9 -0.6 -0.1
-0.1 -0.4 0.2
0.0 0.1 0.0
-0.1 0.1 0.0
0.0 0.0 0.2
-0.1 0.1 0.0
0.5 -0.2 -0.1
-0.1 0.2 0.0
0.1 0.1 0.1
0.0 -0.2 0.0

Properties
frontier orbital gap	9.1	eV
maximum force	2.30	eV/A
E_LUMO	-4.32	eV
energy above the lowest of the compared OMol25 structures with the same formula, charge and spin	73.1	kcal/mol
highest occupied orbital energy	-13.46	eV
charge	+1

No. 3
Formula: CHN4O2
Source: the OMol25 dataset
Level of theory: wB97M-V/def2-TZVPD

Last column: Löwdin charge in e.
CARTESIAN COORDINATES (ANGSTROEM)
O (1.894749, 0.431148, -0.669907)  0.3831
C (1.320677, -0.297096, -0.018034)  -0.0992
N (0.544479, -0.998278, 0.674833)  0.1435
N (-0.854275, -0.778055, 0.615514)  0.0938
N (-1.202127, 0.304069, 0.127578)  0.0790
N (-1.168322, 1.027003, -0.793297)  -0.0304
O (-1.341856, 2.093438, -1.213654)  0.2162
H (0.806674, -1.782228, 1.276967)  0.2141

Atomic forces in eV per Å
0.0 -0.1 0.1
1.0 0.3 -0.4
0.6 -0.2 0.4
-1.5 -1.6 0.8
0.1 -0.1 1.6
-0.3 0.1 -2.4
0.0 1.3 0.0
0.1 0.2 -0.2

Properties
SMILES	O=C=[NH+]/N=N\N=O
frontier orbital gap (alpha / beta)	8.0 / 8.0	eV
maximum force	2.37	eV/A
E_LUMO (alpha / beta)	-6.72 / -6.72	eV
energy above the lowest of the compared OMol25 structures with the same formula, charge and spin	3.5	kcal/mol
highest occupied orbital energy (alpha / beta)	-14.75 / -14.75	eV
charge	+1

E, record by record: -554.3557; -341.0197; -407.6687 a.u.